ORCA calculation (wB97M-V/def2-TZVPD) on C37H45N6O8P2Ti as an isolated structure at a distorted geometry.

Output
- Expectation value of S²: 2.020
- E_HOMO (alpha / beta): -0.1225 / -0.2239 Ha
- 2S+1: 3
- Charge: -1
- Gap between HOMO and LUMO (alpha / beta): 0.187 / 0.288 hartree

Last column: Löwdin spin population.
Positions of all 99 atoms, in Å:
Ti: -0.059 1.405 1.082  0.92
O: -2.286 -0.186 -1.690  0.15
C: -2.081 -0.421 -0.507  0.08
N: -1.950 0.616 0.465  0.02
C: -2.935 1.535 0.516  0.00
O: -4.056 1.553 0.028  0.00
C: -2.604 2.718 1.450  0.00
C: -3.487 3.776 1.572  0.00
C: -3.147 4.821 2.417  0.00
C: -1.956 4.776 3.129  0.00
C: -1.132 3.676 2.960  0.00
N: -1.466 2.675 2.143  0.00
C: -1.928 -1.780 -0.026  0.22
C: -1.784 -2.863 -0.907  0.01
C: -1.772 -4.155 -0.463  0.16
C: -1.942 -4.409 0.941  0.09
C: -2.074 -3.354 1.778  0.05
N: -2.058 -2.076 1.326  0.20
H: -4.395 3.749 0.989  0.00
H: -3.807 5.674 2.514  0.00
H: -1.650 5.575 3.788  0.00
H: -0.180 3.571 3.470  0.00
H: -1.694 -2.619 -1.957  0.00
H: -1.636 -4.971 -1.158  0.01
H: -1.966 -5.410 1.344  0.00
H: -2.195 -3.457 2.848  0.00
O: 2.462 4.532 1.384  0.01
C: 1.618 3.706 1.125  0.01
O: 1.489 2.525 1.646  0.02
C: 0.524 3.951 0.020  0.00
O: 0.355 5.019 -0.513  0.00
O: -0.158 2.851 -0.235  -0.01
C: 3.210 1.493 -3.927  0.00
P: 1.585 1.403 -3.066  0.00
C: 1.564 -0.457 -2.871  0.00
N: 1.308 -1.171 -3.927  0.00
C: 1.237 -2.533 -3.820  0.00
C: 0.937 -3.310 -4.964  0.00
C: 0.854 -4.667 -4.855  0.00
C: 1.063 -5.305 -3.605  0.00
C: 1.356 -4.569 -2.494  0.00
C: 1.450 -3.161 -2.595  0.00
N: 1.733 -2.423 -1.485  0.00
C: 1.788 -1.127 -1.582  0.00
P: 1.946 -0.307 0.061  0.01
C: 3.475 0.709 -0.098  0.00
C: 2.588 -1.606 1.200  0.00
C: 1.462 -2.576 1.540  0.00
C: 3.021 -0.871 2.490  0.00
C: 3.791 -2.362 0.645  0.00
C: 0.395 1.737 -4.429  0.00
C: 0.756 1.153 -5.792  0.00
C: 0.355 3.268 -4.541  0.00
C: -0.975 1.249 -3.963  0.00
H: 3.184 1.035 -4.919  0.00
H: 3.963 0.980 -3.330  0.00
H: 3.515 2.536 -4.016  0.00
H: 0.774 -2.795 -5.900  0.00
H: 0.620 -5.268 -5.724  0.00
H: 0.985 -6.382 -3.537  0.00
H: 1.515 -5.019 -1.523  0.00
H: 4.216 0.235 -0.740  0.00
H: 3.892 0.839 0.899  0.00
H: 3.241 1.701 -0.470  0.00
H: 1.856 -3.335 2.223  0.00
H: 0.650 -2.056 2.043  0.00
H: 1.055 -3.080 0.658  0.00
H: 2.384 -0.024 2.773  0.00
H: 4.044 -0.506 2.411  0.00
H: 2.994 -1.593 3.310  0.00
H: 3.566 -2.910 -0.274  0.00
H: 4.108 -3.088 1.400  0.00
H: 4.632 -1.693 0.463  0.00
H: 1.577 1.704 -6.256  0.00
H: -0.111 1.248 -6.451  0.00
H: 1.024 0.098 -5.737  0.00
H: 1.319 3.684 -4.850  0.00
H: 0.069 3.748 -3.609  0.00
H: -0.381 3.539 -5.304  0.00
H: -1.023 0.162 -3.879  0.00
H: -1.725 1.565 -4.693  0.00
H: -1.248 1.663 -2.993  0.00
O: 0.816 1.123 4.470  0.00
C: -0.029 0.491 3.869  0.00
O: 0.029 0.136 2.617  0.00
C: -1.276 0.052 4.608  0.00
N: -2.411 -0.218 3.722  0.00
C: -3.618 -0.140 4.550  0.00
C: -3.265 0.697 5.807  0.00
C: -1.787 1.066 5.632  0.00
H: -1.006 -0.881 5.123  0.00
H: -2.098 -1.337 2.024  0.00
H: -2.432 0.511 3.007  0.00
H: -3.928 -1.146 4.843  0.00
H: -4.431 0.288 3.964  0.00
H: -3.417 0.103 6.709  0.00
H: -3.893 1.583 5.896  0.00
H: -1.226 1.037 6.564  0.00
H: -1.677 2.074 5.219  0.00


ORCA calculation (wB97M-V/def2-TZVPD) on a 2-piece molecular cluster, C5H11NO overall at a distorted geometry.

Output
- E_HOMO: -0.2829 Ha
- 2S+1: 1
- Gap between HOMO and LUMO: 0.185 hartree

Last column: Löwdin charge in e.
Positions of all 18 atoms, in Å:
O: -1.900 -0.605 -2.451  0.03
C: -1.947 0.498 -1.936  -0.31
C: -1.585 0.767 -0.560  0.04
C: -0.590 -0.121 0.080  -0.49
C: -0.473 0.188 1.594  -0.09
C: 0.739 0.149 -0.521  -0.03
N: 2.318 -1.297 0.815  0.02
H: -2.298 1.448 -2.365  0.11
H: -1.633 1.751 -0.061  0.12
H: -0.820 -1.197 -0.007  0.15
H: 0.142 -0.590 2.043  0.06
H: -1.441 0.288 2.101  0.08
H: 0.060 1.134 1.768  0.08
H: 1.688 -0.287 0.053  0.03
H: 0.968 -0.375 -1.446  0.10
H: 1.016 1.206 -0.435  0.11
H: 2.580 -2.212 0.451  0.00
H: 3.176 -0.746 0.876  -0.01


ORCA calculation (wB97M-V/def2-TZVPD) on C4H12O4 as an isolated structure at a distorted geometry.

Output
- Expectation value of S²: 0.757
- E_HOMO (alpha / beta): -0.1763 / -0.1763 Ha
- 2S+1: 2
- Charge: -1
- Gap between HOMO and LUMO (alpha / beta): 0.323 / 0.261 hartree

Last column: Löwdin spin population.
Positions of all 20 atoms, in Å:
O: 0.277 1.268 -1.662  0.02
C: -0.143 1.773 -0.396  0.10
O: 0.633 2.559 0.330  0.66
C: -0.541 0.534 0.671  0.13
C: 0.821 -0.075 0.931  0.02
C: 0.887 -1.121 1.990  0.01
H: -1.106 2.255 -0.630  0.05
H: -0.860 1.142 1.518  0.00
H: -1.295 -0.126 0.300  0.01
H: 1.535 0.741 1.102  0.00
H: 1.137 -0.500 -0.018  0.00
H: 1.942 -1.367 2.346  0.00
H: 0.376 -0.704 2.842  0.00
H: 0.312 -2.109 1.701  0.00
H: 0.308 0.245 -1.627  0.00
H: -0.085 -1.625 -2.421  0.00
O: -0.333 -1.235 -1.588  0.00
H: -1.607 -3.400 -0.306  0.00
H: -0.837 -2.040 -0.866  0.00
O: -1.322 -2.490 0.031  0.00


ORCA calculation (wB97M-V/def2-TZVPD) on C5H8O2 as an isolated structure at a distorted geometry.

Output
- E_HOMO: -0.3269 Ha
- 2S+1: 1
- Gap between HOMO and LUMO: 0.360 hartree

Last column: Löwdin charge in e.
Positions of all 15 atoms, in Å:
C: -0.334 -1.144 -2.141  -0.07
C: -0.093 0.159 -1.195  -0.06
C: -0.345 0.185 0.247  -0.47
C: 0.030 0.542 2.249  -0.10
C: 1.036 0.535 0.069  -0.18
H: -1.069 -1.045 -3.065  0.10
H: -0.561 -1.968 -1.292  0.11
H: 0.675 -1.380 -2.545  0.06
H: -0.094 1.340 -1.618  0.20
H: -0.378 -0.800 0.953  0.16
H: -0.669 -0.581 2.565  0.20
H: 0.118 1.346 3.145  0.17
H: 1.089 1.558 0.002  0.09
O: -0.777 1.057 1.197  -0.08
O: 1.372 0.197 1.429  -0.12


ORCA calculation (wB97M-V/def2-TZVPD) on C13H21N8Ru as an isolated structure at a distorted geometry.

Output
- Expectation value of S²: 0.787
- E_HOMO (alpha / beta): -0.5607 / -0.5601 Ha
- 2S+1: 2
- Charge: +2
- Gap between HOMO and LUMO (alpha / beta): 0.324 / 0.222 hartree

Last column: Löwdin spin population.
Positions of all 43 atoms, in Å:
Ru: 0.333 0.376 0.129  0.07
C: 2.759 -0.728 -1.135  0.00
C: 2.164 -1.749 -0.155  0.00
N: 1.598 -1.056 1.025  0.00
C: 2.603 -0.402 1.906  0.00
C: 2.066 0.926 2.424  0.00
N: 1.386 1.708 1.351  0.00
C: 2.253 2.552 0.490  0.00
C: 2.997 1.681 -0.494  0.00
N: 2.083 0.612 -1.025  0.00
H: 2.633 -1.113 -2.146  0.00
H: 3.828 -0.589 -0.986  0.00
H: 2.911 -2.498 0.117  0.00
H: 1.330 -2.265 -0.626  0.00
H: 1.041 -1.715 1.559  0.00
H: 3.526 -0.273 1.345  0.00
H: 2.843 -1.051 2.749  0.00
H: 2.861 1.519 2.882  0.00
H: 1.317 0.732 3.191  0.00
H: 0.740 2.343 1.811  0.00
H: 2.944 3.161 1.076  0.00
H: 1.585 3.229 -0.043  0.00
H: 3.861 1.205 -0.038  0.00
H: 3.379 2.294 -1.310  0.00
H: 1.784 0.893 -1.953  0.00
N: -0.790 1.866 -0.808  0.14
C: -1.747 2.434 -1.107  0.02
C: -2.937 3.098 -1.455  0.31
C: -4.126 2.353 -1.328  0.02
N: -5.045 1.669 -1.195  0.19
C: -2.907 4.429 -1.900  0.03
N: -2.879 5.522 -2.271  0.22
C: -4.393 -2.129 -0.551  0.00
N: -3.059 -2.652 -0.197  0.00
C: -2.908 -4.087 0.101  0.00
C: -2.067 -1.844 -0.065  0.00
N: -1.181 -1.092 0.047  0.00
H: -4.981 -2.961 -0.929  0.00
H: -4.306 -1.374 -1.328  0.00
H: -4.883 -1.708 0.326  0.00
H: -3.192 -4.661 -0.779  0.00
H: -3.550 -4.355 0.939  0.00
H: -1.873 -4.301 0.353  0.00


Repeat the fifth record exactly.
ORCA calculation (wB97M-V/def2-TZVPD) on C13H21N8Ru as an isolated structure at a distorted geometry.

Output
- Expectation value of S²: 0.787
- E_HOMO (alpha / beta): -0.5607 / -0.5601 Ha
- 2S+1: 2
- Charge: +2
- Gap between HOMO and LUMO (alpha / beta): 0.324 / 0.222 hartree

Last column: Löwdin spin population.
Positions of all 43 atoms, in Å:
Ru: 0.333 0.376 0.129  0.07
C: 2.759 -0.728 -1.135  0.00
C: 2.164 -1.749 -0.155  0.00
N: 1.598 -1.056 1.025  0.00
C: 2.603 -0.402 1.906  0.00
C: 2.066 0.926 2.424  0.00
N: 1.386 1.708 1.351  0.00
C: 2.253 2.552 0.490  0.00
C: 2.997 1.681 -0.494  0.00
N: 2.083 0.612 -1.025  0.00
H: 2.633 -1.113 -2.146  0.00
H: 3.828 -0.589 -0.986  0.00
H: 2.911 -2.498 0.117  0.00
H: 1.330 -2.265 -0.626  0.00
H: 1.041 -1.715 1.559  0.00
H: 3.526 -0.273 1.345  0.00
H: 2.843 -1.051 2.749  0.00
H: 2.861 1.519 2.882  0.00
H: 1.317 0.732 3.191  0.00
H: 0.740 2.343 1.811  0.00
H: 2.944 3.161 1.076  0.00
H: 1.585 3.229 -0.043  0.00
H: 3.861 1.205 -0.038  0.00
H: 3.379 2.294 -1.310  0.00
H: 1.784 0.893 -1.953  0.00
N: -0.790 1.866 -0.808  0.14
C: -1.747 2.434 -1.107  0.02
C: -2.937 3.098 -1.455  0.31
C: -4.126 2.353 -1.328  0.02
N: -5.045 1.669 -1.195  0.19
C: -2.907 4.429 -1.900  0.03
N: -2.879 5.522 -2.271  0.22
C: -4.393 -2.129 -0.551  0.00
N: -3.059 -2.652 -0.197  0.00
C: -2.908 -4.087 0.101  0.00
C: -2.067 -1.844 -0.065  0.00
N: -1.181 -1.092 0.047  0.00
H: -4.981 -2.961 -0.929  0.00
H: -4.306 -1.374 -1.328  0.00
H: -4.883 -1.708 0.326  0.00
H: -3.192 -4.661 -0.779  0.00
H: -3.550 -4.355 0.939  0.00
H: -1.873 -4.301 0.353  0.00


Copy entry 3 word for word.
ORCA calculation (wB97M-V/def2-TZVPD) on C4H12O4 as an isolated structure at a distorted geometry.

Output
- Expectation value of S²: 0.757
- E_HOMO (alpha / beta): -0.1763 / -0.1763 Ha
- 2S+1: 2
- Charge: -1
- Gap between HOMO and LUMO (alpha / beta): 0.323 / 0.261 hartree

Last column: Löwdin spin population.
Positions of all 20 atoms, in Å:
O: 0.277 1.268 -1.662  0.02
C: -0.143 1.773 -0.396  0.10
O: 0.633 2.559 0.330  0.66
C: -0.541 0.534 0.671  0.13
C: 0.821 -0.075 0.931  0.02
C: 0.887 -1.121 1.990  0.01
H: -1.106 2.255 -0.630  0.05
H: -0.860 1.142 1.518  0.00
H: -1.295 -0.126 0.300  0.01
H: 1.535 0.741 1.102  0.00
H: 1.137 -0.500 -0.018  0.00
H: 1.942 -1.367 2.346  0.00
H: 0.376 -0.704 2.842  0.00
H: 0.312 -2.109 1.701  0.00
H: 0.308 0.245 -1.627  0.00
H: -0.085 -1.625 -2.421  0.00
O: -0.333 -1.235 -1.588  0.00
H: -1.607 -3.400 -0.306  0.00
H: -0.837 -2.040 -0.866  0.00
O: -1.322 -2.490 0.031  0.00


Q: Among the records above, which one has the highest 2S+1?
A: C37H45N6O8P2Ti


Q: 2S+1 of number 3 (C4H12O4)?
A: 2